1.
A molecular structure, C22H26BrN3O5SZr in a non-equilibrium geometry. Source: OMol25; level of theory: ωB97M-V with the def2-TZVPD basis set.

total charge = 0
HOMO energy = -8.5 eV
spin multiplicity = 1
maximum force = 1.5 eV/Å

Last column: Mulliken charge in e.
Atoms and positions in Å:
1 Zr -0.442 -0.386 0.031  1.62
2 O 2.689 0.745 -1.655  -0.65
3 C 1.653 0.488 -0.796  0.44
4 O 0.386 0.818 -1.315  -0.49
5 C 1.853 1.410 0.426  -0.79
6 O 0.540 1.411 1.040  -0.22
7 C 0.374 1.505 2.457  -0.21
8 C -0.868 0.668 2.772  0.45
9 O -1.675 1.013 3.592  -0.64
10 O -0.935 -0.411 2.008  -0.64
11 H 2.743 0.037 -2.313  0.49
12 H 2.134 2.416 0.120  0.35
13 H 2.579 0.984 1.109  0.24
14 H 0.210 2.540 2.747  0.34
15 H 1.241 1.098 2.979  0.34
16 Br -5.533 2.006 2.011  -0.15
17 C -4.198 2.098 0.693  -0.65
18 C -4.104 3.186 -0.155  0.06
19 C -3.097 3.197 -1.105  -0.96
20 C -2.212 2.139 -1.162  -0.25
21 N -2.308 1.086 -0.339  -0.16
22 C -3.291 1.063 0.572  -0.09
23 H -4.804 4.006 -0.069  0.46
24 H -2.990 4.024 -1.793  0.42
25 H -1.390 2.121 -1.863  0.58
26 H -3.352 0.194 1.215  0.69
27 S -4.471 -2.573 -0.827  -0.41
28 C -2.949 -2.220 -0.553  0.52
29 N -1.811 -1.934 -0.355  -0.88
30 C 2.158 -3.516 2.063  -1.50
31 C 3.145 -2.363 1.828  0.57
32 C 2.679 -1.132 2.597  -1.52
33 C 3.435 -2.295 0.324  -0.20
34 C 4.616 -2.922 -0.054  -0.75
35 C 4.950 -3.106 -1.384  -1.33
36 C 4.007 -2.795 -2.337  -1.00
37 C 2.768 -2.224 -2.019  -0.15
38 C 1.774 -2.339 -3.192  0.99
39 C 1.381 -3.826 -3.297  -1.58
40 C 0.491 -1.523 -3.216  -1.62
41 C 2.546 -1.825 -0.677  0.90
42 N 1.512 -0.933 -0.278  0.76
43 H 2.020 -3.699 3.131  0.43
44 H 2.507 -4.437 1.595  0.39
45 H 1.183 -3.269 1.633  0.14
46 H 4.099 -2.642 2.281  0.58
47 H 1.703 -0.785 2.272  0.15
48 H 3.398 -0.315 2.515  0.40
49 H 2.603 -1.392 3.656  0.56
50 H 5.300 -3.253 0.720  0.38
51 H 5.907 -3.525 -1.666  0.40
52 H 4.203 -3.029 -3.378  0.45
53 H 2.336 -2.087 -4.097  0.48
54 H 0.806 -4.116 -2.414  0.35
55 H 2.250 -4.479 -3.362  0.43
56 H 0.757 -3.990 -4.178  0.43
57 H -0.154 -1.796 -2.383  0.20
58 H -0.060 -1.767 -4.127  0.57
59 H 0.665 -0.451 -3.211  0.30

2.
A molecular structure, C22H26BrN5OPd. Source: OMol25; level of theory: ωB97M-V with the def2-TZVPD basis set.

total charge = 0
HOMO energy = -5.5 eV
spin multiplicity = 1
maximum force = 0.5 eV/Å

Last column: Mulliken charge in e.
Atoms and positions in Å:
1 Pd 1.144 -0.875 -0.129  -0.05
2 Br -5.382 -1.532 3.515  -0.25
3 C -3.890 -1.692 2.339  -0.27
4 C -4.057 -2.267 1.082  -0.45
5 C -2.981 -2.344 0.229  -0.48
6 C -1.675 -1.870 0.563  -0.01
7 O -0.768 -1.877 -0.345  -0.74
8 C -1.524 -1.377 1.910  0.40
9 C -0.268 -0.892 2.469  -0.28
10 N 0.898 -1.301 2.132  -0.58
11 C 2.037 -0.764 2.723  0.34
12 C 2.183 -0.730 4.094  -0.19
13 C 3.353 -0.241 4.699  -0.65
14 C 4.386 0.225 3.939  -0.96
15 C 4.286 0.205 2.529  1.28
16 C 5.323 0.692 1.702  -0.55
17 C 5.185 0.649 0.349  -0.84
18 C 4.008 0.108 -0.199  -0.22
19 N 3.008 -0.340 0.531  -0.38
20 C 3.119 -0.299 1.902  -0.16
21 C -2.650 -1.258 2.736  -0.56
22 H -5.025 -2.651 0.785  0.41
23 H -3.094 -2.824 -0.738  0.70
24 H -0.358 -0.092 3.220  0.47
25 H 1.377 -1.115 4.705  0.50
26 H 3.427 -0.234 5.779  0.38
27 H 5.288 0.615 4.393  0.37
28 H 6.218 1.090 2.166  0.40
29 H 5.964 1.007 -0.309  0.36
30 H 3.894 0.019 -1.270  0.48
31 H -2.522 -0.830 3.724  0.45
32 N -2.462 -0.334 -2.151  -0.05
33 C -2.589 0.859 -3.064  -0.11
34 C -1.506 0.812 -4.137  -1.23
35 C -0.115 0.682 -3.503  -0.02
36 N 0.041 -0.721 -3.083  -0.32
37 C 0.098 1.696 -2.360  -1.08
38 C -1.090 2.109 -1.472  -0.09
39 N -1.293 1.212 -0.325  -0.36
40 C -2.415 2.139 -2.250  -1.19
41 H -1.621 -0.914 -2.425  0.53
42 H -3.297 -0.905 -2.080  0.50
43 H -2.185 0.013 -1.185  0.20
44 H -3.577 0.835 -3.523  0.38
45 H -1.573 1.726 -4.730  0.50
46 H -1.667 -0.030 -4.815  0.41
47 H 0.627 0.934 -4.269  0.42
48 H 0.709 -0.832 -2.302  0.04
49 H 0.371 -1.286 -3.857  0.27
50 H 0.454 2.614 -2.835  0.49
51 H 0.905 1.328 -1.715  0.17
52 H -0.875 3.126 -1.130  0.45
53 H -1.745 1.692 0.444  0.24
54 H -0.423 0.788 0.021  -0.02
55 H -2.438 2.988 -2.936  0.53
56 H -3.238 2.266 -1.543  0.41

3.
20 unconnected molecules or ions with the total composition C22H26Cl57FIN3O2P in a non-equilibrium geometry. Source: OMol25; level of theory: ωB97M-V with the def2-TZVPD basis set.

total charge = +1
HOMO energy = -11.9 eV
spin multiplicity = 1
maximum force = 9.2 eV/Å

Last column: Mulliken charge in e.
Atoms and positions in Å:
1 N 6.767 -0.801 -3.297  -0.42
2 C 5.717 -1.369 -2.323  0.34
3 N 5.885 -0.955 -0.869  -0.24
4 F 6.358 -1.982 -0.107  -0.06
5 N 4.693 -2.228 -2.736  0.16
6 C 4.572 -2.669 -4.197  -0.17
7 C 3.739 -1.586 -5.136  0.37
8 O 4.341 -0.663 -5.920  -0.51
9 I 1.510 -1.561 -5.253  0.14
10 P 3.522 -2.868 -1.516  0.39
11 O 4.187 -4.081 -0.703  -0.62
12 H 7.138 0.109 -2.888  0.35
13 H 6.294 -0.476 -4.192  0.33
14 H 5.017 -0.535 -0.473  0.33
15 H 5.676 -2.825 -4.625  0.44
16 H 4.017 -3.699 -4.216  -0.22
17 H 3.140 -1.829 -0.562  0.14
18 H 2.308 -3.379 -2.104  0.18
19 C 0.980 2.045 -2.630  -0.23
20 Cl -0.176 2.048 -1.287  0.03
21 Cl 1.870 3.576 -2.689  -0.13
22 Cl 2.101 0.680 -2.482  0.01
23 H 0.424 1.933 -3.564  0.26
24 C -1.438 1.953 2.763  0.30
25 Cl -0.198 3.215 2.668  -0.13
26 Cl -2.353 1.864 1.248  0.09
27 Cl -0.703 0.385 3.138  -0.14
28 H -2.130 2.211 3.568  -0.10
29 C 1.572 4.872 5.665  0.56
30 Cl 2.279 3.563 6.628  -0.12
31 Cl 0.149 5.544 6.480  -0.11
32 Cl 2.772 6.139 5.362  -0.13
33 H 1.256 4.459 4.704  -0.17
34 C 2.751 -5.037 -7.257  0.04
35 Cl 4.287 -4.461 -7.927  -0.12
36 Cl 2.313 -6.603 -7.961  -0.10
37 Cl 2.848 -5.153 -5.492  -0.05
38 H 1.972 -4.315 -7.513  0.25
39 C -4.923 5.035 0.467  -0.08
40 Cl -4.707 4.222 -1.093  -0.08
41 Cl -6.382 4.443 1.279  -0.14
42 Cl -3.499 4.798 1.494  -0.08
43 H -5.042 6.106 0.283  0.36
44 C 8.089 -2.335 3.124  0.50
45 Cl 6.933 -2.331 4.467  -0.11
46 Cl 8.978 -0.803 3.065  -0.11
47 Cl 9.210 -3.699 3.272  -0.12
48 H 7.532 -2.446 2.191  -0.13
49 C -5.597 4.130 5.113  0.29
50 Cl -6.754 4.134 6.456  -0.09
51 Cl -4.708 5.662 5.054  -0.12
52 Cl -4.477 2.766 5.261  -0.12
53 H -6.154 4.019 4.179  0.03
54 C -3.474 -2.459 3.138  0.00
55 Cl -4.052 -3.815 4.120  -0.08
56 Cl -3.975 -2.655 1.450  -0.12
57 Cl -4.070 -0.922 3.789  -0.05
58 H -2.382 -2.448 3.174  0.23
59 C 2.402 5.810 -5.599  0.62
60 Cl 3.620 7.094 -5.494  -0.13
61 Cl 0.825 6.484 -6.044  -0.09
62 Cl 2.902 4.573 -6.765  -0.12
63 H 2.312 5.341 -4.616  -0.25
64 C 1.896 9.680 -7.672  0.43
65 Cl 2.909 11.068 -7.238  -0.12
66 Cl 0.370 9.717 -6.772  -0.12
67 Cl 1.588 9.657 -9.417  -0.12
68 H 2.431 8.766 -7.405  -0.07
69 C -6.453 -4.562 7.146  0.06
70 Cl -5.235 -3.279 7.250  -0.09
71 Cl -8.030 -3.889 6.701  -0.12
72 Cl -5.953 -5.800 5.980  -0.13
73 H -6.543 -5.032 8.128  0.31
74 C 2.796 -7.081 -0.851  0.49
75 Cl 1.844 -7.679 0.519  -0.16
76 Cl 3.886 -8.342 -1.449  -0.13
77 Cl 1.730 -6.512 -2.147  -0.14
78 H 3.401 -6.237 -0.507  -0.03
79 C 2.853 -11.278 1.242  0.61
80 Cl 3.069 -12.090 -0.318  -0.12
81 Cl 1.394 -11.870 2.055  -0.12
82 Cl 4.277 -11.514 2.270  -0.12
83 H 2.734 -10.207 1.059  -0.22
84 C 11.037 0.535 0.120  0.26
85 Cl 12.255 1.818 0.225  -0.11
86 Cl 9.460 1.209 -0.325  -0.13
87 Cl 11.537 -0.702 -1.046  -0.13
88 H 10.947 0.065 1.103  0.11
89 C -7.649 1.972 9.468  0.05
90 Cl -7.185 0.391 8.816  -0.06
91 Cl -9.063 2.608 8.612  -0.13
92 Cl -7.974 1.856 11.206  -0.13
93 H -6.816 2.664 9.319  0.26
94 C -6.434 0.489 -2.747  0.29
95 Cl -4.910 0.697 -1.868  0.02
96 Cl -7.757 0.132 -1.624  -0.13
97 Cl -6.803 1.935 -3.702  -0.07
98 H -6.325 -0.356 -3.431  -0.16
99 C -4.293 -0.644 -6.069  -0.08
100 Cl -5.148 -1.779 -5.010  -0.15
101 Cl -4.924 0.998 -5.860  0.02
102 Cl -2.550 -0.686 -5.748  -0.07
103 H -4.459 -0.948 -7.105  0.32
104 C -5.890 4.908 -7.321  0.04
105 Cl -6.841 4.310 -5.951  -0.10
106 Cl -4.799 3.647 -7.919  -0.13
107 Cl -6.955 5.477 -8.617  -0.12
108 H -5.285 5.752 -6.977  0.30
109 C -5.253 -1.102 11.942  0.11
110 Cl -5.037 -1.915 10.383  -0.06
111 Cl -6.712 -1.695 12.755  -0.12
112 Cl -3.829 -1.339 12.970  -0.13
113 H -5.372 -0.031 11.759  0.18